# 1
Entry from the Open Molecules 2025 dataset: a single C6H12N2O molecule at a distorted geometry (ωB97M-V with the def2-TZVPD basis set).

Results
- SMILES: CC1(C)NCN2O[C@]21C
- Orbital gap: 0.363 hartree
- Energy relative to the best compared isomer or geometry (same formula, charge and spin): 244.7 kJ/mol
- LUMO: 0.91 eV
- Charge: 0
- HOMO energy: -9.0 eV
- Largest force on an atom: 0.0369 hartree/bohr

Structure (XYZ):
```
21
Properties=species:S:1:pos:R:3:forces:R:3:nbo_charge:R:1
C 0.43085 -0.65208 0.57107 1.47 -0.13 1.19 0.33
C -0.35090 0.38004 -0.22226 -0.15 0.75 -0.57 0.06
C 1.94898 0.87552 -0.25185 -0.10 0.70 -0.95 -0.10
C -0.03574 -2.05645 0.73635 -0.07 -0.63 -0.03 -0.64
C -0.99793 1.45193 0.66606 0.04 0.15 0.27 -0.61
C -1.41801 -0.22496 -1.14035 -0.06 -0.22 0.05 -0.61
N 1.87373 -0.40666 0.44270 -0.40 -0.50 -0.10 -0.17
N 0.71900 0.99851 -1.04698 0.24 0.19 -0.15 -0.61
O 1.17271 -0.13528 1.67994 -0.97 -0.04 0.33 -0.39
H 0.86780 0.39660 -1.85720 -0.22 0.18 0.04 0.35
H 2.05254 1.72337 0.43742 -0.11 -0.43 0.10 0.20
H 2.81986 0.89273 -0.91450 -0.15 -0.14 0.07 0.20
H -1.06622 -2.08792 1.10178 0.06 0.05 -0.08 0.22
H 0.58514 -2.60948 1.45043 0.00 0.35 -0.17 0.24
H 0.01073 -2.59118 -0.21834 -0.12 0.09 0.09 0.22
H -0.26636 1.97719 1.29062 -0.06 -0.24 -0.18 0.23
H -1.50920 2.21040 0.06128 0.12 -0.29 -0.05 0.22
H -1.73455 1.00425 1.34220 0.08 -0.01 -0.08 0.21
H -1.87713 0.54058 -1.77666 0.23 -0.03 0.21 0.23
H -1.00433 -0.99884 -1.79670 0.01 0.09 0.08 0.21
H -2.22097 -0.68819 -0.55491 0.16 0.10 -0.07 0.22
```
Forces are in eV/Å.



# 2
Entry from the Open Molecules 2025 dataset: 2 unconnected molecules or ions with the total composition C6H12N2O at a distorted geometry (ωB97M-V with the def2-TZVPD basis set).

Results
- SMILES: CCN(C)C(N)=O.C#C
- Orbital gap: 0.340 hartree
- Energy relative to the best compared isomer or geometry (same formula, charge and spin): 307.8 kJ/mol
- LUMO: 0.83 eV
- Charge: 0
- HOMO energy: -8.4 eV
- Largest force on an atom: 0.0714 hartree/bohr

Structure (XYZ):
```
21
Properties=species:S:1:pos:R:3:forces:R:3:nbo_charge:R:1
C -0.23011 0.76636 -1.16174 0.38 0.24 0.20 -0.21
C -1.19963 -1.21040 -0.03517 -0.28 -0.36 0.49 -0.42
C 0.20637 0.12763 -2.47654 -0.09 -0.19 0.20 -0.62
N -0.23836 -0.12931 -0.01403 2.32 -0.95 0.87 -0.49
C 1.06998 -0.25342 0.71710 -1.42 -1.37 -3.10 0.84
N 1.17232 -1.34029 1.56378 -0.37 0.54 0.02 -0.85
C -0.63486 1.16809 1.91228 0.91 2.74 2.07 -0.25
C 0.13331 2.14042 1.94049 -1.57 -1.90 -0.89 -0.26
O 2.03911 0.36977 0.34783 -0.36 0.37 0.51 -0.64
H 2.05392 -1.36525 2.05077 -0.03 0.07 0.06 0.41
H 0.37438 -1.60503 2.11553 -0.07 -0.01 0.02 0.39
H -1.31215 0.54204 2.45519 -0.16 -0.34 -0.54 0.22
H 0.48713 1.55415 -0.91983 -0.25 0.05 -0.01 0.23
H -1.22493 1.21414 -1.25952 0.09 -0.02 0.07 0.19
H 0.82498 2.67160 1.33507 0.44 0.53 0.26 0.23
H -0.78060 -2.20722 0.13087 0.32 0.18 -0.01 0.21
H -1.98366 -1.08306 0.72872 0.05 0.10 -0.08 0.18
H -1.70736 -1.27549 -0.99625 0.06 0.25 -0.05 0.21
H 0.22448 0.87561 -3.26497 0.01 0.10 -0.08 0.21
H -0.47800 -0.66121 -2.78905 -0.01 -0.06 -0.03 0.19
H 1.20367 -0.29916 -2.38053 0.04 0.01 0.02 0.22
```
Forces are in eV/Å.